DFT (ωB97M-V/def2-TZVPD) results for a cluster of 2 separate species, C4H9NO2S in total in a non-equilibrium geometry.

Cartesian coordinates (Å):
1 C 1.05 0.16 -0.04
2 C 0.24 1.20 -0.50
3 C 0.63 2.67 -0.41
4 C -1.18 0.89 -0.96
5 N 0.18 -3.10 1.67
6 O 0.58 -0.94 0.25
7 O -1.86 -3.57 0.51
8 S -0.45 -3.48 0.21
9 H 2.15 0.23 -0.16
10 H 0.44 3.12 0.60
11 H 1.63 2.91 -0.73
12 H -0.05 3.18 -1.17
13 H -1.40 -0.17 -0.56
14 H -1.68 1.60 -0.39
15 H -1.48 0.81 -2.00
16 H 1.14 -3.42 1.78
17 H 0.05 -2.09 1.89

## Properties
E_LUMO (spin up / spin down) = 0.007 / -0.046 hartree
E_HOMO (spin up / spin down) = -8.968 / -7.495 eV
E_tot = -20710.7396 eV

DFT (ωB97M-V/def2-TZVPD) results for a structure of composition C25H45Cl2DyO4P in a non-equilibrium geometry.

Cartesian coordinates (Å):
1 Dy 2.46 -3.30 1.35
2 P -0.33 0.07 -0.56
3 Cl 1.13 -4.30 -0.44
4 C 1.37 1.09 -0.86
5 H 1.81 0.64 0.04
6 H 1.88 0.55 -1.56
7 C -0.59 -1.22 0.83
8 C -0.05 -0.95 -2.06
9 C -1.88 -1.11 1.65
10 H -0.59 -2.20 0.32
11 C -2.03 -2.27 2.65
12 H -1.85 -0.17 2.23
13 H -2.77 -1.08 1.01
14 C -0.81 -2.40 3.57
15 H -2.93 -2.13 3.25
16 H -2.17 -3.21 2.09
17 C 0.49 -2.43 2.75
18 H -0.77 -1.56 4.28
19 H -0.90 -3.32 4.16
20 C 0.63 -1.24 1.77
21 H 1.36 -2.54 3.43
22 H 0.39 -3.37 2.13
23 H 0.69 -0.27 2.27
24 H 1.56 -1.28 1.14
25 C -1.73 1.25 -0.74
26 C 0.10 -0.05 -3.29
27 H 0.92 -1.41 -1.81
28 C 0.71 -0.86 -4.43
29 H -0.88 0.38 -3.57
30 H 0.76 0.81 -3.11
31 C -0.10 -2.13 -4.73
32 H 0.78 -0.22 -5.32
33 H 1.73 -1.15 -4.15
34 C -0.45 -2.95 -3.48
35 H -1.04 -1.83 -5.23
36 H 0.46 -2.75 -5.43
37 C -1.03 -2.10 -2.34
38 H -1.17 -3.74 -3.74
39 H 0.45 -3.44 -3.11
40 H -2.01 -1.69 -2.62
41 H -1.16 -2.74 -1.46
42 C -2.13 1.94 0.58
43 H -1.29 2.02 -1.40
44 C -3.03 3.14 0.24
45 H -2.72 1.25 1.20
46 H -1.24 2.18 1.20
47 C -4.28 2.72 -0.57
48 H -3.36 3.66 1.14
49 H -2.47 3.86 -0.37
50 C -3.97 1.82 -1.77
51 H -4.99 2.19 0.08
52 H -4.81 3.61 -0.94
53 C -2.98 0.69 -1.44
54 H -4.89 1.38 -2.17
55 H -3.55 2.43 -2.58
56 H -3.48 -0.06 -0.81
57 H -2.71 0.19 -2.38
58 C 0.77 1.75 3.97
59 C 1.31 2.40 -0.96
60 H -0.07 1.11 4.19
61 C 2.49 3.12 -0.04
62 H 0.49 2.79 -0.45
63 C 3.32 2.37 1.05
64 H 3.24 3.50 -0.71
65 H 2.16 4.06 0.42
66 C 3.06 2.51 2.60
67 H 3.60 1.34 0.77
68 H 4.32 2.85 1.04
69 C 2.05 1.63 3.51
70 H 4.07 2.21 2.97
71 H 2.96 3.57 2.86
72 H 2.12 0.65 3.08
73 H 2.56 1.54 4.48
74 O 5.23 -0.52 0.58
75 Cl 4.26 -1.51 0.85
76 O 3.51 -1.27 2.11
77 O 3.21 -1.63 -0.20
78 O 4.78 -2.89 0.98

## Properties
charge = -1
⟨S²⟩ = 9.7839
E_LUMO (spin up / spin down) = 0.064 / 0.051 hartree
multiplicity = 6
E_HOMO (spin up / spin down) = -0.966 / -1.407 eV
E_tot = -93246.9508 eV

DFT (ωB97M-V/def2-TZVPD) results for a structure of composition C20H20CrF4N6O2S.

Cartesian coordinates (Å):
1 Cr -0.97 -0.49 0.21
2 C -2.55 -2.17 -1.53
3 N -1.35 -2.38 -0.70
4 C -0.28 -2.92 -1.56
5 C -1.63 -3.36 0.37
6 C -2.37 -2.70 1.52
7 N -1.61 -1.49 1.81
8 C -1.58 -0.98 3.07
9 C -0.49 -0.17 3.46
10 F 0.58 -0.11 2.62
11 C -0.43 0.51 4.65
12 F 0.63 1.29 4.92
13 C -1.44 0.40 5.59
14 C -2.47 -0.48 5.29
15 F -3.45 -0.66 6.19
16 C -2.54 -1.16 4.09
17 F -3.60 -1.96 3.89
18 H -2.90 -3.12 -1.96
19 H -2.31 -1.49 -2.34
20 H -3.36 -1.74 -0.93
21 H -0.57 -3.89 -1.98
22 H 0.63 -3.05 -0.97
23 H -0.07 -2.23 -2.37
24 H -0.67 -3.71 0.75
25 H -2.17 -4.22 -0.03
26 H -2.39 -3.38 2.37
27 H -3.41 -2.48 1.25
28 H -1.42 0.95 6.52
29 N 6.04 1.20 -3.18
30 C 4.66 1.20 -3.05
31 C 4.05 0.47 -2.02
32 C 2.67 0.40 -1.95
33 C 1.90 1.06 -2.89
34 C 2.49 1.80 -3.90
35 C 3.86 1.87 -3.98
36 S 0.14 0.87 -2.88
37 O -0.47 2.02 -3.48
38 O -0.17 -0.41 -3.47
39 N -0.26 0.72 -1.29
40 C -0.38 1.83 -0.53
41 N -0.98 1.51 0.66
42 C -1.29 2.51 1.48
43 C -0.97 3.82 1.17
44 C -0.27 4.03 -0.01
45 N 0.03 3.05 -0.86
46 H 6.59 0.93 -2.38
47 H 6.45 1.89 -3.78
48 H 4.66 -0.03 -1.28
49 H 2.19 -0.17 -1.16
50 H 1.86 2.31 -4.62
51 H 4.34 2.44 -4.77
52 H -1.79 2.25 2.40
53 H -1.23 4.63 1.83
54 H 0.07 5.02 -0.30

## Properties
⟨S²⟩ = 6.0141
E_LUMO (spin up / spin down) = 0.011 / 0.006 hartree
multiplicity = 5
E_HOMO (spin up / spin down) = -7.361 / -7.735 eV
E_tot = -84227.4346 eV

DFT (ωB97M-V/def2-TZVPD) results for a structure of composition C6H12N3 in a non-equilibrium geometry.

Cartesian coordinates (Å):
1 C -2.35 -0.09 0.14
2 C -3.69 -0.12 0.17
3 C -1.35 0.83 0.62
4 C 2.14 -1.32 0.22
5 C 0.47 0.60 -1.48
6 C 1.20 -0.34 0.72
7 N -1.78 -1.20 -0.53
8 N -0.61 -1.23 -0.69
9 N 0.07 -0.08 -0.28
10 H -4.00 -1.06 -0.48
11 H -4.29 0.61 0.60
12 H -1.43 1.83 0.26
13 H -0.98 0.62 1.73
14 H 1.68 -2.18 -0.33
15 H 2.82 -0.95 -0.48
16 H 2.68 -1.68 1.12
17 H 0.52 1.79 -1.26
18 H 1.53 0.28 -1.77
19 H -0.18 0.33 -2.31
20 H 1.47 0.63 1.16
21 H 0.57 -0.80 1.59

## Properties
charge = +1
E_LUMO = -0.157 hartree
E_HOMO = -14.445 eV
E_tot = -10875.4203 eV

DFT (ωB97M-V/def2-TZVPD) results for a structure of composition C21H20CrF9N2O4.

Cartesian coordinates (Å):
1 Cr -0.53 -0.32 0.38
2 O 3.33 -0.62 0.90
3 C 2.15 -0.32 0.96
4 O 1.36 -0.05 -0.02
5 C 1.47 -0.21 2.31
6 C 2.20 -0.19 3.51
7 C 1.52 -0.03 4.68
8 C 0.12 0.13 4.67
9 C -0.63 0.35 5.85
10 C -1.98 0.52 5.78
11 C -2.64 0.50 4.53
12 C -1.96 0.28 3.37
13 C -0.56 0.09 3.43
14 N 0.16 -0.11 2.28
15 H 3.28 -0.29 3.45
16 H 2.04 0.00 5.63
17 H -0.12 0.37 6.80
18 H -2.56 0.69 6.68
19 H -3.71 0.65 4.49
20 H -2.45 0.26 2.41
21 C -1.78 3.60 -0.13
22 C -0.61 2.62 -0.11
23 C 0.35 2.99 1.03
24 C 0.12 2.65 -1.45
25 O -1.17 1.34 0.11
26 H -1.44 4.62 -0.31
27 H -2.31 3.57 0.83
28 H -2.49 3.31 -0.91
29 H 0.67 4.03 0.94
30 H 1.23 2.36 1.01
31 H -0.16 2.88 1.99
32 H 0.51 3.65 -1.67
33 H -0.57 2.37 -2.25
34 H 0.95 1.95 -1.44
35 F -5.31 -0.51 -1.11
36 C -4.16 -0.14 -0.54
37 F -3.59 0.76 -1.34
38 F -4.44 0.47 0.62
39 C -3.20 -1.35 -0.28
40 O -2.30 -1.07 0.68
41 C -2.48 -1.72 -1.61
42 F -2.02 -2.97 -1.61
43 F -1.37 -0.91 -1.73
44 F -3.20 -1.54 -2.71
45 C -4.05 -2.58 0.17
46 F -3.27 -3.53 0.70
47 F -4.73 -3.13 -0.84
48 F -4.93 -2.22 1.11
49 C 2.90 -4.33 1.18
50 C 1.64 -4.52 0.33
51 C 0.79 -3.34 0.40
52 N 0.15 -2.40 0.42
53 H 3.55 -5.20 1.07
54 H 2.65 -4.22 2.23
55 H 3.45 -3.44 0.86
56 H 1.05 -5.38 0.66
57 H 1.89 -4.68 -0.72

## Properties
⟨S²⟩ = 3.7725
E_LUMO (spin up / spin down) = -0.026 / -0.031 hartree
multiplicity = 4
E_HOMO (spin up / spin down) = -8.928 / -9.473 eV
E_tot = -86155.1194 eV

DFT (ωB97M-V/def2-TZVPD) results for an isolated molecule of C5H12N2O in a non-equilibrium geometry.

Cartesian coordinates (Å):
1 C -0.59 1.04 -1.29
2 C -1.61 -1.05 -0.18
3 C -0.95 0.90 1.20
4 C 3.03 -0.85 0.38
5 C -0.70 0.11 -0.08
6 N 0.76 -0.63 0.02
7 N 1.84 -0.01 0.05
8 O 2.06 1.21 0.05
9 H -1.41 1.64 -1.24
10 H 0.41 1.59 -1.18
11 H -0.54 0.49 -2.19
12 H -1.34 -1.84 0.55
13 H -1.47 -1.54 -1.15
14 H -2.58 -0.73 -0.18
15 H -0.58 0.35 2.09
16 H -0.35 1.86 1.38
17 H -1.95 1.13 1.19
18 H 3.86 -0.40 -0.11
19 H 2.87 -1.72 -0.29
20 H 3.15 -0.91 1.44

## Properties
⟨S²⟩ = 2.0081
E_LUMO (spin up / spin down) = 0.035 / -0.068 hartree
multiplicity = 3
E_HOMO (spin up / spin down) = -6.361 / -9.643 eV
E_tot = -10400.4358 eV

DFT (ωB97M-V/def2-TZVPD) results for a cluster of 2 separate species, C27H29O2S in total in a non-equilibrium geometry.

Cartesian coordinates (Å):
1 C -4.69 -3.11 1.73
2 C -3.45 -2.67 2.47
3 O -2.48 -2.30 1.46
4 C -1.31 -1.87 2.01
5 C -0.27 -1.86 1.02
6 S 1.32 -1.82 1.55
7 C 1.37 -2.79 3.09
8 C 2.03 -3.07 0.41
9 O -1.22 -1.57 3.20
10 H -5.46 -3.36 2.45
11 H -5.05 -2.30 1.08
12 H -4.47 -3.99 1.12
13 H -3.65 -1.81 3.12
14 H -3.05 -3.50 3.07
15 H -0.50 -2.01 -0.03
16 H 0.72 -2.30 3.82
17 H 1.05 -3.81 2.87
18 H 2.42 -2.76 3.42
19 H 2.01 -2.70 -0.62
20 H 3.06 -3.23 0.73
21 H 1.42 -3.97 0.52
22 C 1.56 5.70 1.40
23 C 0.33 5.28 0.89
24 C 0.20 4.00 0.34
25 C 1.31 3.12 0.28
26 C 1.20 1.84 -0.43
27 C -0.03 1.12 -0.40
28 C -0.40 0.11 -1.28
29 C -1.76 -0.26 -1.60
30 C -2.03 -1.23 -2.60
31 C -3.30 -1.35 -3.14
32 C -4.35 -0.56 -2.65
33 C -4.14 0.26 -1.54
34 C -2.86 0.40 -1.00
35 C 2.36 1.30 -1.13
36 C 2.58 -0.09 -1.19
37 C 3.66 -0.65 -1.86
38 C 4.55 0.18 -2.55
39 C 4.37 1.58 -2.51
40 C 3.31 2.13 -1.79
41 C 2.52 3.55 0.87
42 C 2.65 4.83 1.40
43 H 1.67 6.72 1.79
44 H -0.54 5.94 0.92
45 H -0.74 3.68 -0.11
46 H -0.75 1.45 0.35
47 H 0.35 -0.32 -1.96
48 H -1.20 -1.86 -2.95
49 H -3.47 -2.06 -3.96
50 H -5.33 -0.60 -3.13
51 H -4.97 0.81 -1.09
52 H -2.69 1.05 -0.14
53 H 1.87 -0.72 -0.66
54 H 3.79 -1.74 -1.84
55 H 5.37 -0.26 -3.11
56 H 5.06 2.23 -3.05
57 H 3.15 3.22 -1.79
58 H 3.36 2.85 0.92
59 H 3.60 5.13 1.84

## Properties
charge = +1
E_LUMO = -0.190 hartree
E_HOMO = -9.909 eV
E_tot = -43390.8785 eV

DFT (ωB97M-V/def2-TZVPD) results for a structure of composition C63H82MnN5O4STe in a non-equilibrium geometry.

Cartesian coordinates (Å):
1 Mn -0.49 0.82 0.48
2 C 5.48 5.17 2.42
3 C 5.17 3.70 2.15
4 C 5.40 2.92 3.45
5 C 6.15 3.19 1.08
6 C 3.73 3.49 1.66
7 C 3.31 2.18 1.39
8 C 2.02 1.95 0.93
9 N 1.43 0.76 0.50
10 C 2.00 -0.50 0.41
11 C 3.35 -0.81 0.48
12 C 3.78 -2.14 0.45
13 C 2.82 -3.13 0.37
14 C 1.43 -2.86 0.26
15 C 1.05 -1.52 0.18
16 O -0.19 -1.06 -0.12
17 C 0.52 -4.10 0.26
18 C -0.97 -3.79 0.44
19 C 0.91 -5.02 1.44
20 C 0.69 -4.87 -1.06
21 C 5.28 -2.44 0.51
22 C 5.56 -3.92 0.74
23 C 5.92 -1.65 1.67
24 C 5.93 -2.01 -0.81
25 C 1.10 3.01 0.89
26 O -0.16 2.63 0.62
27 C 1.49 4.32 1.12
28 C 2.84 4.53 1.49
29 C 0.57 5.54 1.04
30 C -0.90 5.21 0.78
31 C 1.06 6.45 -0.10
32 C 0.63 6.32 2.37
33 H 6.52 5.27 2.76
34 H 4.83 5.58 3.20
35 H 5.37 5.78 1.52
36 H 6.41 3.08 3.82
37 H 5.27 1.84 3.30
38 H 4.69 3.24 4.21
39 H 7.19 3.32 1.41
40 H 6.02 3.75 0.14
41 H 6.00 2.13 0.87
42 H 3.98 1.37 1.58
43 H 4.08 -0.03 0.53
44 H 3.13 -4.16 0.39
45 H -1.17 -3.25 1.37
46 H -1.53 -4.73 0.46
47 H -1.33 -3.20 -0.39
48 H 0.90 -4.46 2.38
49 H 1.89 -5.48 1.31
50 H 0.17 -5.83 1.52
51 H 0.35 -4.26 -1.90
52 H 0.09 -5.78 -1.04
53 H 1.73 -5.14 -1.23
54 H 5.08 -4.29 1.65
55 H 6.64 -4.08 0.84
56 H 5.22 -4.53 -0.10
57 H 5.39 -1.83 2.60
58 H 5.92 -0.57 1.48
59 H 6.97 -1.96 1.80
60 H 5.49 -2.55 -1.65
61 H 7.01 -2.20 -0.79
62 H 5.79 -0.94 -0.98
63 H 3.16 5.54 1.66
64 H -1.05 4.70 -0.18
65 H -1.47 6.15 0.76
66 H -1.31 4.57 1.56
67 H 0.95 5.94 -1.07
68 H 2.11 6.72 0.02
69 H 0.47 7.37 -0.14
70 H 0.38 5.66 3.20
71 H -0.09 7.14 2.35
72 H 1.62 6.74 2.56
73 O -1.10 2.50 3.52
74 C -2.39 1.95 3.49
75 C -3.12 2.12 2.16
76 C -4.41 2.63 2.22
77 C -5.15 2.85 1.07
78 C -4.54 2.61 -0.14
79 C -3.25 2.10 -0.12
80 N -2.55 1.82 0.98
81 H -0.52 1.83 3.10
82 H -2.98 2.49 4.23
83 H -2.40 0.90 3.78
84 H -4.83 2.85 3.19
85 H -6.16 3.24 1.13
86 H -5.03 2.79 -1.09
87 H -2.74 1.95 -1.07
88 C -8.54 0.69 -3.11
89 C -7.17 0.28 -2.64
90 C -6.11 0.18 -3.55
91 C -4.84 -0.22 -3.15
92 C -3.75 -0.30 -4.19
93 C -4.64 -0.53 -1.80
94 Te -2.71 -1.09 -1.12
95 N -0.40 0.18 2.24
96 C -1.31 -0.76 2.38
97 O -2.35 -0.92 1.64
98 C -1.12 -1.74 3.49
99 C -2.22 -2.37 4.06
100 C -2.05 -3.29 5.09
101 C -0.77 -3.59 5.54
102 C 0.34 -2.98 4.96
103 C 0.16 -2.05 3.94
104 C -2.60 -2.75 -2.44
105 C -1.54 -2.86 -3.34
106 C -0.39 -1.89 -3.43
107 C -1.52 -3.96 -4.20
108 C -2.50 -4.94 -4.17
109 C -2.45 -6.12 -5.10
110 C -3.51 -4.82 -3.22
111 C -3.58 -3.75 -2.34
112 C -4.68 -3.75 -1.30
113 C -5.67 -0.40 -0.86
114 C -5.49 -0.63 0.63
115 C -6.92 0.00 -1.31
116 H -8.48 1.37 -3.96
117 H -9.10 1.18 -2.32
118 H -9.11 -0.18 -3.43
119 H -6.28 0.42 -4.59
120 H -4.00 0.31 -5.05
121 H -3.61 -1.33 -4.53
122 H -2.78 0.04 -3.81
123 H -3.21 -2.13 3.68
124 H -2.91 -3.77 5.53
125 H -0.64 -4.31 6.34
126 H 1.33 -3.22 5.31
127 H 1.01 -1.56 3.47
128 H -0.30 -1.49 -4.44
129 H 0.54 -2.40 -3.19
130 H -0.48 -1.04 -2.75
131 H -0.71 -4.04 -4.91
132 H -1.58 -6.09 -5.74
133 H -3.34 -6.16 -5.73
134 H -2.42 -7.06 -4.53
135 H -4.26 -5.61 -3.14
136 H -4.98 -4.77 -1.08
137 H -5.56 -3.20 -1.66
138 H -4.36 -3.30 -0.36
139 H -4.45 -0.75 0.94
140 H -6.03 -1.53 0.94
141 H -5.89 0.21 1.19
142 H -7.73 0.11 -0.59
143 S -0.56 1.59 -2.17
144 C 1.10 1.80 -2.55
145 N 1.95 0.78 -2.58
146 C 3.40 0.93 -2.73
147 C 3.81 2.34 -2.36
148 C 2.95 3.34 -3.11
149 N 1.54 3.02 -2.84
150 H 1.59 -0.09 -2.23
151 H 3.69 0.71 -3.77
152 H 3.88 0.20 -2.08
153 H 4.86 2.51 -2.58
154 H 3.67 2.49 -1.28
155 H 3.15 3.30 -4.18
156 H 3.13 4.35 -2.76
157 H 0.86 3.76 -2.77

## Properties
⟨S²⟩ = 6.2993
E_LUMO (spin up / spin down) = 0.004 / -0.088 hartree
multiplicity = 5
E_HOMO (spin up / spin down) = -6.121 / -6.295 eV
E_tot = -131752.4403 eV

DFT (ωB97M-V/def2-TZVPD) results for a cluster of 2 separate species, C5H14 in total in a non-equilibrium geometry.

Cartesian coordinates (Å):
1 C -0.21 2.24 -1.63
2 C -0.56 0.75 -1.88
3 C 0.39 -0.14 -1.09
4 H -1.13 2.83 -1.62
5 H 0.42 2.64 -2.44
6 H 0.47 2.40 -0.80
7 H -1.57 0.59 -1.51
8 H -0.53 0.58 -2.96
9 H 0.76 0.27 -0.16
10 H 0.07 -1.15 -0.87
11 H 1.30 -0.45 -1.62
12 C -0.55 -1.06 2.37
13 C 0.73 -1.63 1.75
14 H -1.38 -1.71 2.64
15 H -0.22 -0.60 3.31
16 H -1.07 -0.28 1.80
17 H 1.42 -0.80 1.65
18 H 0.61 -1.97 0.72
19 H 1.07 -2.50 2.32

## Properties
SMILES = CCC.CC
E_LUMO = 0.042 hartree
E_HOMO = -11.103 eV
E_tot = -5411.3690 eV

DFT (ωB97M-V/def2-TZVPD) results for a structure of composition C5H5CsFLiO4 in a non-equilibrium geometry.

Cartesian coordinates (Å):
1 H 0.98 0.98 0.42
2 O -1.06 0.88 -0.13
3 O -1.08 3.04 -0.23
4 O -2.14 1.86 -1.85
5 C -0.01 1.32 0.70
6 C -0.26 2.67 0.82
7 C -1.54 1.93 -0.83
8 H 0.32 3.46 1.28
9 C 0.93 -2.15 -1.30
10 C 1.06 -1.55 0.04
11 O -0.16 -1.84 0.64
12 Cs -0.46 -4.13 4.07
13 Li -1.44 -1.09 -0.47
14 F -0.13 -1.56 -1.97
15 H 1.76 -2.32 -1.98
16 H 1.40 -0.70 1.07
17 H 1.83 -0.80 -0.27

## Properties
charge = +1
⟨S²⟩ = 0.9674
E_LUMO (spin up / spin down) = -0.136 / -0.135 hartree
multiplicity = 2
E_HOMO (spin up / spin down) = -8.894 / -9.949 eV
E_tot = -16912.6393 eV